[1]
Below is an isolated ion of composition C2H3N2O and charge +1, with properties calculated with ωB97M-V with the def2-TZVPD basis set.

```
! wB97M-V def2-TZVPD RIJCOSX def2/J DEFGRID3
* xyz 1 1
O -1.108 -4.572 1.693
N -0.252 -1.222 0.751
N -0.808 -2.362 0.774
C -0.888 -3.507 1.312
C -0.051 0.029 0.096
H -0.854 0.585 0.521
H 0.917 0.413 0.663
H -0.247 0.093 -1.042
*
```

Its HOMO energy (spin up / spin down) is -15.64 / -15.68 eV. As for the SMILES: CN=[N+]=C=O. The LUMO energy (spin up / spin down) comes out at -8.0 / -8.0 eV.



[2]
Below is a 2-piece molecular cluster, C2H3N2O2 overall, with properties calculated with ωB97M-V with the def2-TZVPD basis set.

```
! wB97M-V def2-TZVPD RIJCOSX def2/J DEFGRID3
* xyz -1 1
O 2.622 0.720 -0.411
O 2.187 -0.933 1.128
N -0.953 0.558 0.325
N -1.685 0.247 -0.894
C -1.554 -0.685 0.195
C 2.441 -0.111 0.356
H -0.657 -1.393 0.122
H -1.481 1.384 0.739
H -0.921 0.213 -1.560
*
```

Its HOMO energy is -0.82 eV. The LUMO energy comes out at 3.3 eV.



[3]
Below is a 2-piece molecular cluster, C2H3N2O2 overall, with properties calculated with ωB97M-V with the def2-TZVPD basis set.

```
! wB97M-V def2-TZVPD RIJCOSX def2/J DEFGRID3
* xyz 1 1
O -1.902 -0.820 -0.711
O 1.527 0.643 0.638
N -0.369 -0.910 0.986
N 1.176 -0.112 -0.152
C -1.427 -0.943 0.330
C 1.302 -0.394 -1.359
H 2.387 -0.252 -1.487
H 0.673 -0.719 -2.156
H -0.548 -0.924 2.005
*
```

Its HOMO energy is -16.36 eV. The LUMO energy comes out at -7.6 eV.



[4]
Below is a 2-piece molecular cluster, C2H3N2O2 overall, with properties calculated with ωB97M-V with the def2-TZVPD basis set.

```
! wB97M-V def2-TZVPD RIJCOSX def2/J DEFGRID3
* xyz 1 1
O 2.955 -1.065 -2.849
O -2.501 1.539 1.824
N -1.777 0.875 1.233
N -0.067 -0.527 0.450
C 2.075 -1.049 -2.137
C -0.638 0.620 0.659
H -0.125 1.507 0.178
H -0.524 -1.341 0.982
H 0.603 -0.558 -0.340
*
```

Its HOMO energy (spin up / spin down) is -15.48 / -15.33 eV. The LUMO energy (spin up / spin down) comes out at -7.6 / -7.1 eV.



The evaluated E for the records listed, in turn: -262.302354, -337.893722, -337.524813, -337.575472 Ha.